Record 1
Here is C30H75F2N6NaO14S2 as an isolated structure from the OMol25 dataset. Energies are from ωB97M-V/def2-TZVPD.

The calculation puts the HOMO-LUMO gap at 7.69 eV. Its HOMO energy is -7.9917 eV.

Atoms and positions in Å:
C (28.2573, -28.8815, -7.0859)
H (37.2144, -23.8786, -4.3590)
H (26.0512, -26.2634, -0.4190)
H (31.2986, -29.0969, -7.1285)
H (28.2849, -25.8653, 4.3509)
H (35.8341, -22.7751, 1.2620)
C (27.6732, -24.0250, 0.1727)
H (29.1636, -28.2877, -6.9681)
H (31.5343, -28.9200, 3.5214)
H (32.9595, -23.7439, -11.0624)
H (33.0982, -30.6817, -8.2745)
H (35.3543, -24.6033, -0.3753)
C (36.2321, -23.9662, -0.4767)
C (32.1627, -28.9301, -6.4795)
H (27.8945, -28.9160, -8.1174)
N (34.6455, -28.2033, -10.0316)
C (34.5206, -29.4279, -9.2705)
H (28.4807, -29.9061, -6.7786)
H (28.4570, -25.3557, -1.2015)
H (35.4108, -29.5280, -8.6467)
C (28.9400, -29.5070, -0.6097)
H (24.4658, -24.9086, -8.2907)
C (22.8646, -23.1720, -4.6913)
H (38.1756, -25.0669, -2.3127)
H (34.2013, -20.0413, -0.2650)
C (37.0920, -24.9695, -2.5310)
H (32.3888, -24.7777, -12.3630)
H (28.2356, -23.2414, -2.2495)
H (37.1499, -22.9874, -1.9974)
C (27.2307, -22.8971, -2.5144)
H (22.5709, -24.0572, -7.0017)
H (35.3601, -26.9203, -8.5558)
H (36.7698, -28.6153, 2.6644)
Na (30.4864, -26.1516, 0.6369)
H (37.7073, -25.5579, -4.5007)
H (21.8507, -23.4447, -4.3592)
H (28.4351, -24.6698, 3.0572)
O (28.6110, -28.3068, 0.0485)
O (35.1840, -21.8387, -0.4433)
S (30.4179, -25.4964, -3.8527)
H (32.4162, -29.1648, -9.0706)
C (36.9597, -24.8942, -4.0401)
O (33.3584, -28.9795, -7.2145)
H (33.5687, -26.9522, -8.6750)
F (30.2249, -24.0114, -4.4014)
O (34.8787, -28.8221, 1.8766)
H (27.5522, -23.9171, 1.2560)
H (23.3723, -22.7428, -3.8243)
C (31.1014, -28.2092, 2.7975)
H (35.4423, -27.1312, -3.7890)
C (30.5614, -27.0989, 3.6382)
C (35.4672, -26.5499, -4.7259)
H (27.0947, -23.1929, -3.5507)
C (27.1999, -27.0089, -6.1163)
H (26.8897, -26.4145, 1.0617)
H (29.9755, -27.5237, 4.4632)
H (34.5397, -24.8679, -9.5550)
N (32.0844, -27.7566, 1.8032)
H (32.5332, -29.7896, 1.4439)
C (33.2321, -29.6122, -8.4914)
H (34.5396, -30.2811, -9.9591)
O (33.3289, -25.7973, -10.8960)
F (33.6769, -26.2545, -2.0863)
C (23.3907, -24.5964, -6.5104)
H (32.0553, -27.9833, -5.9540)
C (24.6844, -24.4678, -7.3100)
H (34.4544, -26.7084, -5.0983)
H (25.6923, -24.6441, -5.6884)
N (36.5516, -23.7941, -1.8871)
H (25.0861, -26.9685, -6.0613)
H (34.3070, -27.5350, 0.2968)
O (29.7593, -26.2004, 2.9231)
H (36.7191, -29.0416, 0.9611)
H (27.3384, -26.7904, -5.0468)
H (35.8354, -20.0779, 0.3799)
C (25.8804, -26.4773, -6.6469)
C (34.9072, -20.6600, 0.2834)
H (31.3826, -26.5387, 4.1109)
H (29.5366, -30.1375, 0.0444)
H (32.1750, -29.6827, -5.6786)
C (34.5074, -26.9695, -9.2363)
S (32.2930, -26.7328, -2.6599)
O (26.2011, -23.5137, -1.7792)
O (31.5776, -27.0865, -1.4697)
H (23.0605, -25.6437, -6.5565)
C (36.2328, -28.4328, 1.7384)
H (32.1925, -28.8367, -0.0162)
H (28.4590, -23.3672, -0.2096)
H (28.0160, -26.4357, -6.5711)
O (23.5893, -24.2545, -5.1711)
H (36.3164, -27.3804, 1.4448)
H (25.5445, -24.1013, -0.0167)
C (34.1282, -28.5384, 0.7244)
H (37.1091, -22.1020, 0.2546)
H (26.6833, -28.4754, -0.5893)
C (36.1493, -22.6411, 0.2114)
H (30.3221, -28.7513, 2.2584)
H (34.4624, -29.1417, -0.1452)
C (27.0765, -26.4185, -0.0235)
H (29.4398, -29.3215, -1.5610)
H (24.8815, -23.4189, -7.5646)
O (29.4288, -25.5961, -2.8186)
C (27.4837, -27.7316, -0.6047)
C (26.3490, -23.4509, -0.3767)
H (36.2055, -26.9754, -5.4110)
H (36.6211, -25.8826, -2.1609)
C (33.2125, -24.6299, -11.6578)
N (25.8592, -25.0246, -6.6163)
H (29.6100, -24.7283, 4.4077)
H (22.7357, -22.3340, -5.3933)
H (34.0289, -28.1473, -10.8314)
N (31.9160, -25.3280, -3.3239)
O (35.6698, -25.1771, -4.4950)
C (32.6685, -28.8152, 0.9591)
H (32.8700, -27.3916, 2.3388)
H (35.3988, -25.7188, -10.7922)
O (32.5718, -27.8035, -3.5462)
H (27.2199, -21.8027, -2.4224)
C (34.5165, -25.8000, -10.1448)
C (29.0003, -25.3230, 3.7138)
H (27.7418, -27.5531, -1.6602)
O (27.2499, -28.4060, -6.2081)
N (27.9858, -25.3466, -0.3101)
H (28.0473, -30.1228, -0.8066)
H (37.0891, -24.5228, -0.0438)
H (34.1011, -24.4137, -12.2636)
O (30.2312, -26.2881, -5.0021)
H (26.1826, -22.4290, -0.0050)
H (25.7674, -26.8093, -7.6820)
H (34.4753, -20.9065, 1.2603)

***

Record 2
Here is a 6-piece molecular cluster, C30H75F2N6O14S2 overall from the OMol25 dataset. Energies are from ωB97M-V/def2-TZVPD.

The calculation puts the HOMO-LUMO gap at 8.44 eV. Its HOMO energy is -6.3465 eV. The net charge is -1. The value obtained for the energy relative to the best compared isomer or geometry (same formula, charge and spin) is 159.6 kcal per mole.

Atoms and positions in Å:
C (5.5872, 2.8212, 8.8255)
H (-3.5826, 12.2844, -4.2184)
C (2.1978, 1.6063, 9.5138)
C (4.1701, 2.8172, 9.4251)
H (1.7097, 7.8543, 2.0376)
H (0.2067, -7.8103, 1.4401)
H (6.3910, -0.1733, -5.2120)
H (8.8810, 0.7713, 10.2487)
H (-3.7586, -7.4578, 1.5647)
H (-5.9921, 1.0972, -5.8527)
H (8.6727, -3.7949, -3.9769)
H (2.7137, 0.9628, -2.5303)
H (7.2612, -5.9926, -4.6506)
H (-1.3468, -8.2085, -2.4144)
C (-8.5336, -3.5871, -4.8582)
C (7.7900, -3.3591, -3.5090)
H (7.1761, 1.6898, 8.6370)
C (-7.6161, -1.1015, -7.4891)
H (6.2691, 3.5976, 9.1725)
C (0.4881, 11.0247, -0.0152)
O (0.2630, -7.2688, -1.8425)
C (8.1160, 0.7578, 11.0250)
O (7.5039, -0.5140, 11.3705)
C (-3.5144, 11.2545, -3.8680)
C (-8.1184, -2.4827, -7.0325)
C (6.3541, -0.0543, -4.1292)
C (7.4678, -2.1411, -4.3184)
C (6.5582, -5.1616, -4.5929)
H (8.0884, -2.9963, -2.5254)
F (-2.6192, -1.6337, -0.3435)
C (-9.1783, -3.4535, -3.4418)
O (-6.6785, -0.5810, -6.5444)
O (-4.0217, -1.3158, 1.4880)
H (-1.1146, -9.1116, -0.4319)
H (-0.5289, -7.2911, -3.7317)
H (-3.2048, -6.9783, -0.0344)
H (3.2629, 8.0434, 1.0440)
C (-2.4882, 12.2556, -1.9481)
C (-3.0352, -7.6818, 0.7807)
H (-0.1397, 9.2803, 1.1122)
H (7.1544, -1.2771, -2.5656)
H (1.9937, -0.3810, -3.5170)
H (5.3602, 0.8606, -2.5208)
C (0.7147, -8.4632, -1.2008)
H (-12.3994, -4.3549, -3.7559)
H (-2.7976, 13.2173, -2.3572)
H (-8.9818, -2.7491, -7.6420)
H (9.3749, -1.3219, 11.7095)
N (-1.7167, -0.2592, 1.1119)
O (6.7015, -4.2859, -3.4585)
N (-8.5392, -2.3558, -5.6638)
H (5.6483, 2.6527, 7.7504)
H (1.1698, 11.3765, -0.7896)
O (-10.6213, -3.3703, -3.1852)
O (-2.5454, 11.1271, -2.8374)
H (-8.5442, -0.5449, -7.6186)
H (1.9119, 7.2961, 0.3786)
H (-1.6079, -6.5831, 1.9751)
H (-1.5697, -8.3086, 2.3416)
H (8.3382, -0.9770, 13.1897)
H (5.6177, -5.6712, -4.8023)
C (-0.8721, -7.2690, -2.6974)
H (1.7856, 0.6020, 9.4159)
C (-0.1249, -8.7923, -0.1054)
H (-7.2946, -3.1964, -7.0161)
N (-0.8078, 11.2049, -0.6572)
H (1.7507, 2.3240, 8.8261)
H (0.6252, -9.3398, -1.8423)
H (-8.7352, -2.7171, -2.7715)
C (-1.6370, -7.5794, 1.5341)
O (-1.0728, 2.0902, 1.9941)
H (4.1912, 2.9986, 10.4997)
C (0.5099, 9.4989, 0.2647)
H (-7.0087, -1.2582, -8.3806)
C (-11.4496, -4.0034, -4.1590)
H (8.3348, -1.5615, -4.6355)
F (-1.8021, 0.3250, 3.5831)
H (8.6538, 1.0789, 11.9170)
N (6.6101, -1.3473, -3.4135)
S (-3.1049, -0.4865, 0.6578)
H (-7.6173, 1.3774, -6.2833)
C (2.1745, 8.0883, 1.0798)
O (-3.4831, 1.5328, 2.5839)
C (2.7395, 0.4126, -3.4709)
H (1.8240, 1.9941, 10.4614)
C (-4.5586, -9.5030, 0.1255)
H (-5.0117, -9.0140, -0.7368)
H (-4.5349, -10.5730, -0.0811)
C (7.0471, 1.8306, 10.6176)
H (3.5823, 3.6093, 8.9613)
N (-0.4457, -7.6684, 0.6822)
C (5.1249, 0.7273, -3.5768)
H (4.8973, 1.6894, -4.0356)
H (-8.9914, -4.4424, -3.0232)
O (-3.2489, -9.0667, 0.1721)
C (8.3866, -1.3538, 12.1681)
H (-2.9738, 10.8502, -4.7238)
H (6.8089, -2.4062, -5.1452)
H (0.2080, 8.9016, -0.5956)
C (-6.7295, 0.8373, -6.6121)
H (-10.9314, -4.9131, -4.4625)
H (0.3372, -9.4674, 0.6148)
H (1.7672, -8.4945, -0.9190)
O (1.8428, 9.3277, 0.5774)
S (-2.1508, 1.0864, 2.1530)
H (-4.5472, 10.9071, -3.8395)
H (-0.5719, 10.4586, -1.2957)
H (-3.2741, 12.0265, -1.2286)
H (-6.3247, 1.1919, -7.5600)
H (6.3131, 1.8970, 11.4207)
H (6.7280, -4.7202, -5.5750)
O (3.6258, 1.5031, 9.3441)
H (7.5934, 2.7737, 10.6346)
H (0.5503, 11.8427, 0.7024)
H (-1.4854, -6.3776, -2.5659)
H (8.0342, -2.3852, 12.1599)
H (-5.0584, -9.2390, 1.0574)
O (3.9550, -0.2040, -3.6675)
H (-8.7945, -4.4910, -5.4089)
H (7.2691, 0.5371, -4.0945)
O (-3.7414, 0.4838, -0.2250)
H (-0.4317, 12.7143, -2.1432)
C (-1.1116, 12.4140, -1.3459)
H (-8.0369, -1.5647, -5.2872)
H (-7.4718, -3.8232, -4.7883)
N (6.3968, 1.6574, 9.2786)
H (2.3895, 1.0648, -4.2710)
H (-11.6704, -3.3487, -5.0020)
H (-1.2698, 13.1534, -0.5607)

***

Which formula does entry 2 have? C30H75F2N6O14S2